The following is a quantum chemistry calculation of a 6-piece molecular cluster, C42H57N2O overall in a non-equilibrium geometry, from OMol25.

Output
Total charge: +1
F_max (Eh/bohr): 0.0274

Element x y z (Å)
C 6.356 -0.661 0.360
C 5.364 -0.458 -0.783
C 4.621 0.884 -0.679
C 3.383 0.749 0.192
O 2.351 0.191 -0.619
C 1.044 0.134 -0.094
C 0.203 1.325 -0.606
C 0.728 2.731 -0.333
C 0.600 3.251 1.090
N 0.486 4.713 1.114
C 0.950 -0.060 1.429
C -0.502 -0.230 1.901
C -1.330 -1.145 0.979
N -0.380 -1.957 0.182
C 0.457 -1.149 -0.749
H 5.848 -1.086 1.221
H 6.787 0.273 0.697
H 7.140 -1.359 0.094
H 5.817 -0.589 -1.757
H 4.603 -1.231 -0.706
H 5.272 1.658 -0.285
H 4.318 1.179 -1.678
H 3.641 0.085 1.011
H 3.119 1.726 0.585
H -0.833 1.232 -0.299
H 0.207 1.215 -1.688
H 1.737 2.827 -0.714
H 0.129 3.398 -0.952
H 1.481 2.943 1.653
H -0.277 2.806 1.546
H 0.988 5.111 0.329
H 0.911 5.062 1.964
H 1.481 -0.975 1.689
H 1.353 0.769 1.986
H -1.014 0.721 1.927
H -0.532 -0.604 2.915
H -1.958 -1.815 1.552
H -1.951 -0.526 0.349
H -0.914 -2.631 -0.375
H 0.218 -2.524 0.783
H 1.307 -1.769 -1.012
H -0.059 -0.931 -1.674
C -1.540 -4.571 3.911
C -0.582 -3.585 4.098
C -0.400 -3.011 5.348
C -1.174 -3.435 6.418
C -2.135 -4.421 6.233
C -2.321 -4.986 4.979
H -1.685 -5.012 2.932
H 0.026 -3.257 3.259
H 0.343 -2.236 5.490
H -1.033 -2.994 7.396
H -2.743 -4.746 7.066
H -3.077 -5.745 4.834
C 9.582 3.879 0.557
C 8.413 3.141 0.683
C 7.741 3.108 1.897
C 8.233 3.816 2.984
C 9.401 4.555 2.857
C 10.076 4.584 1.645
H 10.107 3.903 -0.388
H 8.026 2.592 -0.167
H 6.831 2.528 1.997
H 7.708 3.792 3.930
H 9.785 5.108 3.704
H 10.989 5.157 1.548
C -1.984 -1.386 -6.093
C -0.978 -1.970 -5.337
C -0.050 -1.169 -4.684
C -0.131 0.214 -4.779
C -1.140 0.797 -5.533
C -2.064 -0.003 -6.192
H -2.706 -2.007 -6.606
H -0.915 -3.048 -5.260
H 0.744 -1.626 -4.103
H 0.595 0.837 -4.271
H -1.205 1.875 -5.611
H -2.847 0.452 -6.784
C -6.320 -1.616 4.701
C -4.938 -1.649 4.817
C -4.173 -2.233 3.818
C -4.790 -2.777 2.700
C -6.173 -2.742 2.582
C -6.938 -2.163 3.584
H -6.918 -1.164 5.481
H -4.457 -1.222 5.688
H -3.094 -2.268 3.913
H -4.194 -3.236 1.918
H -6.654 -3.168 1.711
H -8.016 -2.140 3.496
C -6.869 1.356 -4.911
C -8.072 1.606 -5.556
C -8.234 1.250 -6.887
C -7.194 0.638 -7.573
C -5.992 0.386 -6.928
C -5.828 0.748 -5.598
H -6.743 1.636 -3.873
H -8.885 2.079 -5.020
H -9.170 1.449 -7.391
H -7.321 0.357 -8.611
H -5.182 -0.094 -7.464
H -4.887 0.554 -5.096

The following is a quantum chemistry calculation of a 2-piece molecular cluster, C12H21N4S overall in a non-equilibrium geometry, from OMol25.

Output
Total charge: +1
F_max (Eh/bohr): 0.1963
ΔE to the lowest compared entry with this formula, charge and spin (kJ/mol): 857.82

Element x y z (Å)
N 2.002 2.645 0.155
C 0.528 2.332 -0.179
C -0.217 2.102 1.263
C -0.662 0.557 1.580
C 0.408 -0.590 1.107
C -0.398 -1.648 0.148
C 0.445 -2.203 -1.142
C 2.084 -2.207 -1.128
C 2.432 -2.109 -2.761
N 1.302 -1.733 -3.477
N 1.464 -1.571 -4.854
C 0.694 -0.474 -5.256
S -0.468 0.504 -6.092
C 0.078 -1.560 -2.605
H 2.556 1.744 0.219
H 2.442 3.205 -0.608
H 0.525 1.381 -0.888
H 0.109 3.282 -0.724
H -1.229 2.733 1.216
H 0.413 2.596 2.130
H -1.753 0.422 1.146
H -0.780 0.483 2.766
H 0.716 -1.198 2.087
H 1.409 -0.176 0.663
H -1.407 -1.184 -0.288
H -0.706 -2.560 0.822
H 0.185 -3.343 -1.194
H 2.654 -3.086 -0.586
H 2.675 -1.269 -0.733
H 3.489 -2.277 -3.261
H -0.706 -2.310 -3.078
H -0.510 -0.547 -2.622
C -3.140 1.746 4.671
C -3.584 0.591 3.787
N -3.952 -0.366 3.054
H -3.968 2.446 4.812
H -2.823 1.367 5.647
H -2.304 2.272 4.204

Per-record DFT total energy, eV: -49499.6335 -29564.5688
Per-record orbital gap, eV: 7.8 6.6